This record from the OMol25 dataset describes a cluster of 3 separate species, C12H27NO6 in total. The level of theory is ωB97M-V with the def2-TZVPD basis set.

Values from the calculation:
Multiplicity ... 1
Highest occupied orbital energy ... -0.3060 Ha
SMILES ... CCN(CC)CC.COC(=O)OC.COC(=O)OC
Net charge ... 0
Gap between HOMO and LUMO ... 8.82 eV

Cartesian coordinates (Å):
1 C -21.693 -13.404 12.624
2 C -20.372 -14.175 12.866
3 N -19.825 -14.953 11.711
4 C -19.536 -14.055 10.572
5 C -18.577 -12.821 10.820
6 C -20.706 -16.128 11.461
7 C -19.789 -16.980 10.575
8 H -21.575 -12.448 12.116
9 H -22.237 -13.202 13.547
10 H -22.353 -13.945 11.945
11 H -19.589 -13.441 13.054
12 H -20.364 -14.867 13.708
13 H -19.075 -14.696 9.821
14 H -20.472 -13.860 10.049
15 H -18.312 -12.273 9.916
16 H -19.054 -12.128 11.514
17 H -17.623 -13.227 11.155
18 H -21.671 -15.817 11.060
19 H -21.088 -16.643 12.343
20 H -20.577 -17.403 9.951
21 H -19.505 -17.811 11.221
22 H -18.991 -16.705 9.886
23 C -13.807 -18.387 5.485
24 O -13.290 -17.130 5.872
25 C -13.866 -16.432 6.864
26 O -14.841 -16.729 7.468
27 O -13.074 -15.443 7.120
28 C -13.300 -14.447 8.095
29 H -14.882 -18.275 5.349
30 H -13.640 -19.181 6.213
31 H -13.475 -18.730 4.505
32 H -12.485 -13.766 8.341
33 H -13.772 -14.745 9.031
34 H -14.043 -13.755 7.699
35 C -16.766 -17.303 16.277
36 O -16.121 -17.483 15.001
37 C -15.279 -18.501 14.888
38 O -14.772 -19.183 15.827
39 O -15.019 -18.757 13.613
40 C -15.478 -17.943 12.619
41 H -16.274 -16.630 16.979
42 H -16.972 -18.252 16.772
43 H -17.816 -17.010 16.258
44 H -14.688 -17.214 12.442
45 H -16.520 -17.621 12.621
46 H -15.566 -18.514 11.695


This record from the OMol25 dataset describes a cluster of 14 separate species, C5H35NO15 in total. The level of theory is ωB97M-V with the def2-TZVPD basis set.

Values from the calculation:
Multiplicity ... 1
Energy relative to the best compared isomer or geometry (same formula, charge and spin) ... 431.66 kJ/mol
Highest occupied orbital energy ... -0.3292 Ha
Net charge ... 0
Gap between HOMO and LUMO ... 8.98 eV

Cartesian coordinates (Å):
1 C 0.228 -0.677 0.192
2 C 0.649 0.889 -0.087
3 C 2.172 0.960 -0.316
4 C 2.996 1.155 0.685
5 N -1.160 -0.848 0.345
6 C -2.029 -1.156 -0.612
7 O -1.450 -1.930 -1.562
8 O -3.187 -0.766 -0.573
9 H 0.855 -0.874 1.052
10 H 0.592 -1.204 -0.700
11 H 0.274 1.426 0.695
12 H 0.206 1.407 -0.954
13 H 2.448 0.936 -1.401
14 H 4.059 1.251 0.588
15 H 2.651 1.163 1.739
16 H -1.527 -0.783 1.338
17 H -2.012 -2.157 -2.308
18 H -3.017 1.929 2.299
19 H -3.678 1.620 0.960
20 O -3.117 2.234 1.404
21 H 0.562 1.029 3.282
22 H 0.929 -0.497 3.517
23 O 0.403 0.251 3.765
24 H -0.593 -3.495 -0.147
25 H -0.586 -3.817 1.366
26 O -0.605 -4.295 0.553
27 H -1.024 0.289 -4.272
28 H -0.658 1.003 -2.883
29 O -0.343 0.493 -3.625
30 H -1.417 4.724 0.958
31 H -1.208 3.117 0.958
32 O -0.916 3.957 1.274
33 H 2.100 -2.765 1.474
34 H 2.270 -3.064 2.928
35 O 2.114 -2.351 2.350
36 H 2.411 -1.173 -2.124
37 H 3.412 -0.421 -3.159
38 O 3.209 -0.746 -2.366
39 H -1.076 0.046 3.448
40 H -2.527 -0.366 3.802
41 O -2.020 0.063 3.113
42 H 0.276 -1.042 -3.357
43 H 1.043 -2.326 -3.697
44 O 0.656 -1.913 -2.934
45 H 1.500 4.205 -1.890
46 H 1.022 2.817 -1.985
47 O 0.818 3.614 -1.561
48 H 1.505 -4.074 -1.716
49 H 0.704 -4.250 -0.505
50 O 1.633 -3.987 -0.762
51 H 1.293 3.958 2.608
52 H 1.358 3.115 1.446
53 O 1.809 3.165 2.342
54 H -2.811 1.179 -1.971
55 H -2.019 1.438 -0.715
56 O -1.948 1.558 -1.688


This record from the OMol25 dataset describes a cluster of 2 separate species, C4H11NO in total. The level of theory is ωB97M-V with the def2-TZVPD basis set.

Values from the calculation:
Multiplicity ... 2
Energy relative to the best compared isomer or geometry (same formula, charge and spin) ... 178.84 kJ/mol
Highest occupied orbital energy (spin up / spin down) ... -0.5426 / -0.5425 Ha
Net charge ... +1
Gap between HOMO and LUMO (spin up / spin down) ... 10.34 / 5.31 eV

Cartesian coordinates (Å):
1 C 0.166 2.545 0.523
2 C -0.940 1.519 0.399
3 O -1.837 1.552 -0.457
4 N -0.959 0.524 1.287
5 H 0.810 2.361 1.373
6 H -0.283 3.534 0.462
7 H -1.707 -0.146 1.224
8 H -0.394 0.612 2.117
9 H 0.734 2.505 -0.411
10 C -0.088 -1.726 -1.179
11 C 1.224 -1.957 -0.435
12 H 0.029 -1.903 -2.250
13 H -0.841 -2.511 -1.004
14 H -0.632 -0.839 -0.866
15 H 0.941 -2.324 0.552
16 H 1.906 -1.102 -0.362
17 H 1.871 -2.645 -0.972


This record from the OMol25 dataset describes an isolated molecule of C4H6N2O. The level of theory is ωB97M-V with the def2-TZVPD basis set.

Values from the calculation:
Multiplicity ... 1
Energy relative to the best compared isomer or geometry (same formula, charge and spin) ... 41.18 kJ/mol
Highest occupied orbital energy ... -0.3593 Ha
SMILES ... CC1=NC(=O)NC1
Net charge ... 0
Gap between HOMO and LUMO ... 10.39 eV

Cartesian coordinates (Å):
1 C -0.420 -1.496 1.218
2 C 0.040 -0.499 0.214
3 N 1.001 -0.692 -0.607
4 C 1.119 0.528 -1.348
5 O 2.070 0.889 -1.981
6 N 0.035 1.324 -1.121
7 C -0.571 0.876 0.082
8 H 0.247 -2.360 1.218
9 H -1.437 -1.830 0.982
10 H -0.448 -1.057 2.221
11 H 0.057 2.289 -1.413
12 H -1.664 0.897 0.032
13 H -0.091 1.531 0.876


Max |F| readings, ordered: 0.0918 0.1144 0.0609 0.0294 hartree/bohr